Entry 1:
This record from OMol25 describes a structure of composition C4H5AuO5S2Te. The level of theory is wB97M-V/def2-TZVPD.

Geometry as XYZ:
```
18
C4H5AuO5S2Te | OMol25 | wB97M-V/def2-TZVPD
Au -1.7224 1.5545 0.6505
O 2.6449 -0.1184 1.2662
S 1.2958 0.3311 1.1955
O 1.4076 1.9794 1.1615
O 0.5951 -0.0097 -0.0403
O 0.4564 0.1421 2.3843
Te -0.0983 2.7837 2.1318
C 0.0837 4.5726 1.1009
C 0.7813 5.6680 1.5386
C 0.7606 6.7323 0.6060
C 0.0505 6.4183 -0.5173
S -0.5901 4.8434 -0.4491
H 1.2947 5.7059 2.4893
H 1.2494 7.6826 0.7582
H -0.1234 7.0415 -1.3798
O -2.0037 -0.1586 -0.7183
H -2.5110 -0.9117 -0.3955
H -1.0469 -0.3969 -0.6123
```

**HOMO**: -9.78 eV
**HOMO-LUMO gap**: 9.027 eV

=====

Entry 2:
This record from OMol25 describes an isolated molecule of C4H5BN2. The level of theory is wB97M-V/def2-TZVPD.

Geometry as XYZ:
```
12
C4H5BN2 | OMol25 | wB97M-V/def2-TZVPD
B 1.1518 0.9305 -0.3888
C -1.3781 0.9311 0.4376
C 1.2077 -0.7699 0.3689
C -1.0053 -1.3707 -0.3634
C -0.2151 1.3355 0.0596
N -1.7079 -0.2925 -0.2581
N 0.2329 -1.5966 0.2542
H 1.4374 1.0306 -1.5583
H 1.9816 1.3987 0.2866
H -2.1449 1.4789 0.9553
H 1.9760 -0.7995 1.0900
H -1.5362 -2.2762 -0.8836
```

**HOMO (spin up / spin down)**: -9.20 / -9.20 eV
**HOMO-LUMO gap (spin up / spin down)**: 7.931 / 7.930 eV

=====

Entry 3:
This record from OMol25 describes a structure of composition C4H5BaO4. The level of theory is wB97M-V/def2-TZVPD.

Geometry as XYZ:
```
14
C4H5BaO4 | OMol25 | wB97M-V/def2-TZVPD
O -1.4538 0.3426 -0.8775
C -3.7290 0.2579 1.5497
O -4.5292 0.7874 2.1391
O 0.5314 -0.5489 1.7079
C 1.6022 -0.2671 1.1866
C 1.7637 -0.2356 -0.3016
O 0.5908 -0.6726 -0.9311
C -0.3027 0.3250 -1.5784
Ba -1.3988 -1.2796 0.6258
H 2.4390 0.1034 1.8013
H 2.6175 -0.8792 -0.5714
H 2.0448 0.7917 -0.5904
H -0.4107 -0.0155 -2.6227
H 0.2349 1.2905 -1.5372
```

**HOMO**: -13.01 eV
**HOMO-LUMO gap**: 9.167 eV
**Charge**: +1

=====

Entry 4:
This record from OMol25 describes a structure of composition C4H5BiO. The level of theory is wB97M-V/def2-TZVPD.

Geometry as XYZ:
```
11
C4H5BiO | OMol25 | wB97M-V/def2-TZVPD
H 0.0049 1.3828 -1.9635
C 0.3025 -0.3196 2.0754
C -0.3455 -0.0269 0.9067
C 0.2414 0.7660 -0.1034
C 0.2271 0.3746 -1.4725
O -0.3852 -0.6351 -1.8861
Bi -0.8389 -1.6609 -3.4754
H 1.3198 0.0327 2.2565
H -1.3284 -0.4628 0.7138
H -0.1193 -1.0291 2.7872
H 0.9215 1.5781 0.1614
```

**HOMO (spin up / spin down)**: -22.94 / -24.66 eV
**HOMO-LUMO gap (spin up / spin down)**: 5.862 / 7.631 eV
**Charge**: +3
**2S+1**: 2

=====

Entry 5:
This record from OMol25 describes a structure of composition C4H5BiO6. The level of theory is wB97M-V/def2-TZVPD.

Geometry as XYZ:
```
16
C4H5BiO6 | OMol25 | wB97M-V/def2-TZVPD
C 0.7280 -0.0453 -1.2251
C -0.7305 0.2051 -0.8997
O -0.8628 -0.1587 0.5109
O 1.4632 0.0142 -0.0144
H 1.0663 0.7327 -1.9217
H 0.8371 -1.0467 -1.6676
H -1.4116 -0.4386 -1.4632
H -0.9675 1.2718 -0.9835
H 0.3622 -0.1306 0.8325
C -2.0650 0.1337 1.1921
O -3.0859 0.2059 0.5291
O -2.0006 -0.2055 2.4020
Bi -3.8024 -0.6473 3.1286
O 3.5742 -0.0500 -1.2709
O 3.6936 0.1247 0.9755
C 3.2016 0.0345 -0.1244
```

**HOMO (spin up / spin down)**: -17.68 / -18.52 eV
**HOMO-LUMO gap (spin up / spin down)**: 5.734 / 7.503 eV
**Charge**: +2

=====

Entry 6:
This record from OMol25 describes a cluster of 2 separate species, C4H5Br in total. The level of theory is wB97M-V/def2-TZVPD.

Geometry as XYZ:
```
10
C4H5Br | OMol25 | wB97M-V/def2-TZVPD
C -1.7866 -1.4636 -0.5688
C 1.0970 1.7868 0.2358
C -1.0587 -1.2151 0.4929
C 1.5276 0.5658 0.0984
Br 3.1167 -0.3479 -0.1829
H -2.5472 -2.1230 -0.3173
H -1.6201 -1.3777 -1.5786
H 1.6051 2.7573 0.1752
H 0.1207 1.9860 0.5562
H -0.4547 -0.5686 1.0891
```

**HOMO (spin up / spin down)**: -8.88 / -8.24 eV
**HOMO-LUMO gap (spin up / spin down)**: 9.379 / 7.567 eV

=====

Entry 7:
This record from OMol25 describes a cluster of 2 separate species, C4H5Br2Cl2O3P in total. The level of theory is wB97M-V/def2-TZVPD.

Geometry as XYZ:
```
17
C4H5Br2Cl2O3P | OMol25 | wB97M-V/def2-TZVPD
C 1.6020 0.6185 -1.4149
C 1.0404 1.6728 -0.5521
C 0.0840 -1.0065 -0.7556
C -0.6197 0.1151 -0.0258
O -3.2136 -0.7048 1.8661
O 0.6084 -0.4356 -1.8553
O 0.2490 1.0342 0.4898
P -1.7968 -0.9055 2.1290
Cl -1.3241 0.2374 3.7292
Cl -1.1594 -2.7029 2.6963
Br -1.0317 -2.5611 -1.1155
Br -2.1509 0.7128 -0.9109
H 2.2098 0.9316 -2.3868
H 2.2968 -0.0028 -0.7229
H 1.8820 2.1684 0.0785
H 0.3631 2.1944 -1.1041
H 0.9609 -1.3661 -0.1452
```

**HOMO (spin up / spin down)**: -7.52 / -10.37 eV
**HOMO-LUMO gap (spin up / spin down)**: 8.035 / 7.315 eV
**2S+1**: 3

=====

Entry 8:
This record from OMol25 describes a cluster of 2 separate species, C4H5BrO in total. The level of theory is wB97M-V/def2-TZVPD.

Geometry as XYZ:
```
11
C4H5BrO | OMol25 | wB97M-V/def2-TZVPD
C 0.7323 0.0575 -1.3832
C 0.7043 -1.2295 -1.1261
C -0.2538 0.3123 1.6680
C -0.8581 1.0892 0.7466
O 1.1476 1.1028 -1.6769
Br -2.1058 0.4008 -0.4401
H 0.6377 -1.6985 -0.2184
H 0.6217 -1.8764 -2.1036
H 0.7051 0.2920 2.0948
H -0.9032 -0.5512 2.0799
H -0.4278 2.1010 0.3588
```

**HOMO**: -8.86 eV
**HOMO-LUMO gap**: 9.419 eV
**SMILES string**: C=C=O.C=CBr